{
  "formula": "C5H9NO2",
  "method": "the ωB97M-V functional and the def2-TZVPD basis",
  "symbols": ["C", "H", "H", "C", "H", "H", "H", "H", "N", "H", "C", "O", "O", "C", "H", "C", "H"],
  "coordinates": [[-1.0081, -0.7303, -0.3163], [-0.2545, -1.8545, 1.2868], [2.2134, 1.7895, 0.7553], [1.4472, 1.5557, 1.5982], [-0.6533, -1.9276, -2.2077], [-1.2573, -0.5635, 1.9914], [-1.9939, -0.4097, -0.7449], [1.8245, 1.4461, 2.6192], [0.4353, -0.3298, -1.9316], [-2.1326, -2.2377, 1.2749], [-1.2503, -1.5857, 1.1713], [0.3373, 0.7864, -1.0439], [0.6478, 0.5120, 0.9783], [-0.3019, 0.5867, 0.1023], [-1.0495, 1.3673, 0.2670], [-0.3415, -1.2020, -1.3964], [1.1024, 2.5648, 1.8495]],
  "forces_ev_per_angstrom": [[-5.4821, 0.2291, 7.6102], [1.3921, -1.7718, 0.7910], [-0.5656, -0.5152, 2.0506], [1.1447, 1.5264, -2.8209], [0.4941, 0.0366, 1.7699], [-0.6073, -3.3459, -2.2816], [0.3659, -0.2012, 0.7384], [0.3489, -1.9436, -0.4972], [-0.7085, 0.3736, 1.5006], [0.9137, 0.1828, -0.1568], [-0.8302, 5.7561, -0.7554], [2.6435, 2.8269, -5.6187], [2.7120, -0.9997, 6.7006], [-2.6419, -0.5142, -2.0170], [0.0469, 0.2405, 0.2343], [2.5508, -1.9100, -6.1985], [-1.7770, 0.0297, -1.0495]],
  "relative_energy_kcal_mol": 153.3,
  "homo_ev": -9.252,
  "smiles": "CO[C@H]1ON=C[C@H]1C",
  "lumo_ev": 0.7745
}